ORCA calculation (wB97M-V/def2-TZVPD) on C5H8O2 as an isolated structure.

Computed properties:
energy relative to the best compared isomer or geometry (same formula, charge and spin) = 157.5 kcal/mol
F_max = 6.2 eV/A
E = -345.55391 a.u.
LUMO level = -0.002 Ha
E_HOMO = -0.2922 Eh

Last column: Mulliken charge in e.
Positions of all 15 atoms, in Å:
C: 1.26 0.39 -0.88  -0.723
H: 2.65 0.79 0.40  0.313
H: -1.09 1.71 -1.57  0.252
O: 2.52 0.18 -0.34  -0.491
O: -2.04 -0.48 1.33  -0.763
H: -2.69 -1.01 0.84  0.256
H: 1.16 -0.23 -1.77  0.356
C: -0.92 0.33 0.00  0.570
C: 0.62 -1.40 1.18  -0.730
H: 1.68 -1.58 1.03  0.318
C: -0.03 -0.57 0.39  0.540
H: 1.05 1.44 -1.07  0.355
H: 0.06 -1.97 1.91  0.307
H: -2.64 1.27 -0.64  0.311
C: -1.58 1.13 -0.80  -0.872